Entry 1:
154
Properties=species:S:1:pos:R:3:forces:R:3 method="wB97M-V/def2-TZVPD" gap_ev=4.28 homo_energy_ev=-8.00 e_lumo_ev=-3.714 charge=+1 energy_ha=-2800.76278 e_above_lowest_kcal_mol=0.0
C 4.9483 1.1630 -1.3558 -0.1 0.1 0.0
C 4.8975 -0.3246 -1.7342 0.2 -0.2 0.0
C 5.0075 -0.5114 -3.2506 0.1 0.0 0.2
C 3.6944 -1.0205 -1.1094 -0.2 0.2 0.0
C 2.5739 -1.4144 -1.8493 0.1 0.3 0.0
C 1.4646 -1.9902 -1.2304 0.0 -0.2 0.7
C 0.1438 -2.2055 -1.9647 0.1 -0.9 0.1
C 0.3067 -2.4055 -3.4686 0.1 0.0 -0.1
C -0.8860 -1.1360 -1.6051 0.0 0.3 0.1
C 1.5650 -2.3740 0.1371 0.8 0.8 -0.5
C 0.5191 -3.1853 0.7528 0.4 -1.5 -1.4
N 0.3535 -4.5385 0.4642 -2.0 0.6 1.9
C 0.7294 -5.2186 -0.7641 0.5 -0.8 -0.3
C -0.2668 -5.6293 -1.6667 -0.4 0.1 0.1
C -1.7551 -5.5158 -1.3235 0.2 0.4 0.1
C -2.2148 -6.7316 -0.5229 0.1 -0.3 0.2
C -2.6392 -5.2473 -2.5384 0.1 0.0 -0.1
C 0.1359 -6.1747 -2.8922 0.1 0.1 0.1
C 1.4782 -6.2129 -3.2547 -0.1 0.1 0.1
C 2.4563 -5.8259 -2.3426 -0.2 -0.2 0.2
C 2.0920 -5.4470 -1.0470 0.0 0.0 0.4
C 3.1101 -5.4310 0.0910 -0.1 0.8 -0.1
C 4.5375 -5.1926 -0.3952 0.0 0.0 -0.1
C 3.0302 -6.7167 0.9222 -0.2 -0.2 -0.1
N -0.5775 -5.0739 1.2827 1.1 1.0 -0.8
N -1.0097 -4.0596 2.0745 0.8 0.1 -1.2
C -2.1442 -4.2975 2.9412 -0.4 -0.5 0.0
C -3.4169 -3.8243 2.5541 0.1 0.3 -0.3
C -3.6735 -3.1491 1.1997 0.4 -0.1 0.2
C -3.9817 -1.6615 1.3425 0.0 0.2 0.1
C -4.7912 -3.8452 0.4186 0.0 -0.2 0.0
C -4.4967 -4.0122 3.4189 0.1 -0.1 0.1
C -4.3494 -4.7530 4.5874 0.1 0.1 -0.1
C -3.1121 -5.3182 4.8916 -0.3 0.1 0.1
C -1.9992 -5.1116 4.0808 0.5 0.1 -0.1
C -0.7011 -5.8319 4.4711 -0.4 0.1 0.3
C 0.5438 -4.9475 4.5327 0.1 0.1 0.0
C -0.4509 -7.0727 3.6117 0.0 -0.1 -0.2
C -0.4145 -2.8262 1.7072 -0.8 0.6 1.4
C -0.6998 -1.5427 2.1845 -0.1 -1.3 0.1
C 2.7111 -1.9949 0.9004 -0.5 -0.1 -0.3
C 2.8810 -2.4073 2.3631 -0.3 -0.1 -0.1
C 2.5200 -1.2653 3.3144 0.0 0.2 0.1
C 4.2808 -2.9371 2.6769 0.1 -0.1 -0.1
C 3.7026 -1.2469 0.2672 0.0 -0.1 0.1
H 4.9572 1.2900 -0.2660 0.0 0.0 -0.2
H 5.8515 1.6355 -1.7633 -0.2 -0.1 0.1
H 4.0716 1.6980 -1.7525 0.2 -0.2 0.1
H 5.7838 -0.7919 -1.2746 -0.2 0.1 -0.1
H 4.8562 -1.5581 -3.5355 0.0 0.2 0.0
H 4.2771 0.1117 -3.7805 0.1 -0.1 0.0
H 6.0080 -0.2144 -3.5820 -0.2 0.0 0.0
H 2.5629 -1.2556 -2.9295 -0.1 0.1 0.3
H -0.2472 -3.1600 -1.5803 0.0 0.4 -0.2
H 1.0992 -3.1395 -3.6691 -0.2 0.2 0.0
H -0.6236 -2.8014 -3.8949 0.2 0.2 0.0
H 0.5463 -1.4631 -3.9802 0.0 -0.2 0.0
H -1.1662 -1.2080 -0.5452 0.0 0.0 -0.2
H -0.4736 -0.1282 -1.7624 -0.2 -0.2 -0.1
H -1.7991 -1.2389 -2.2083 0.2 0.0 0.1
H -1.8518 -4.6426 -0.6613 0.0 -0.1 -0.2
H -1.6808 -6.7381 0.4346 -0.3 -0.3 -0.3
H -3.2929 -6.6842 -0.3175 0.2 -0.1 -0.1
H -1.9825 -7.6620 -1.0605 -0.2 0.2 0.1
H -2.3154 -4.3282 -3.0451 -0.1 -0.2 0.0
H -2.5972 -6.0781 -3.2571 -0.2 0.3 0.2
H -3.6815 -5.1117 -2.2187 0.3 -0.1 -0.1
H -0.6219 -6.5556 -3.5779 0.3 0.2 0.2
H 1.7622 -6.5658 -4.2449 0.0 0.1 0.2
H 3.5100 -5.8617 -2.6224 -0.3 -0.2 0.2
H 2.8178 -4.5862 0.7335 0.2 -0.3 0.0
H 4.5778 -4.3418 -1.0877 0.1 -0.1 0.1
H 5.2007 -4.9808 0.4522 -0.1 -0.1 -0.2
H 4.9145 -6.0885 -0.9074 0.0 0.2 0.1
H 2.0023 -6.9169 1.2516 0.2 0.0 0.0
H 3.3605 -7.5744 0.3165 -0.1 0.2 0.2
H 3.6742 -6.6414 1.8094 -0.1 0.0 -0.2
H -2.7451 -3.2521 0.6246 -0.2 0.1 0.0
H -3.1808 -1.1554 1.8923 -0.2 -0.1 -0.1
H -4.0601 -1.2036 0.3470 -0.1 0.0 0.2
H -4.9303 -1.5143 1.8764 0.1 0.0 -0.1
H -4.5348 -4.8948 0.2273 -0.1 0.2 0.1
H -5.7360 -3.8150 0.9790 0.2 0.0 -0.2
H -4.9424 -3.3475 -0.5488 0.0 -0.1 0.2
H -5.4631 -3.5777 3.1511 0.3 -0.2 0.1
H -5.2003 -4.9047 5.2537 0.3 0.0 -0.2
H -3.0003 -5.9270 5.7929 0.0 0.2 -0.3
H -0.8891 -6.1853 5.4950 0.0 0.1 -0.2
H 0.3063 -3.9413 4.8933 0.1 -0.1 -0.1
H 1.2706 -5.3963 5.2200 -0.1 0.1 -0.1
H 1.0280 -4.8718 3.5536 -0.1 0.1 0.1
H -1.3193 -7.7422 3.6196 0.2 0.1 0.0
H -0.2607 -6.7708 2.5736 0.0 -0.3 0.4
H 0.4185 -7.6286 3.9851 -0.2 0.1 0.0
H -1.2741 -1.4772 3.1006 -0.2 0.4 -0.2
H -0.5142 -0.7057 1.5244 -0.1 -0.3 0.3
H 2.1685 -3.2238 2.5520 0.1 0.2 -0.1
H 1.4607 -1.0102 3.2106 0.2 -0.1 0.1
H 2.7004 -1.5510 4.3599 0.0 0.1 -0.2
H 3.1218 -0.3725 3.0863 0.0 -0.2 0.1
H 4.6225 -3.6460 1.9128 0.0 0.2 0.2
H 5.0083 -2.1180 2.7432 -0.1 -0.2 0.0
H 4.2689 -3.4613 3.6418 0.0 0.2 -0.2
H 4.5444 -0.8738 0.8596 -0.1 -0.3 -0.2
C -2.3901 5.5646 -1.5825 -0.3 -0.3 -0.1
C -1.1581 5.6337 -2.4818 0.1 0.6 0.1
N -0.3319 4.4709 -2.3077 -0.2 -0.5 0.5
C 0.7577 4.1302 -3.1944 0.6 0.0 -0.4
C 1.2928 2.7869 -2.6417 0.5 -0.4 -0.8
C 0.5205 2.5739 -1.3833 -0.4 -0.6 1.4
C 0.6206 1.6646 -0.3480 0.1 0.3 -0.2
C -0.0999 1.9010 0.8800 -0.7 -0.9 0.1
C 0.3863 1.2719 2.0662 1.5 1.8 -1.2
C 0.5193 2.0439 3.2838 -0.8 -0.6 1.2
C 1.8404 2.3301 3.7540 -0.2 0.0 -0.1
C 2.0210 3.3238 4.6899 -0.9 -0.5 -0.4
C 0.8920 3.9742 5.2194 0.1 0.1 -0.1
N 1.2569 4.9478 6.0832 -0.1 0.1 -0.2
C 0.3313 5.7687 6.8123 -0.1 -0.1 0.4
C -1.0316 5.7841 6.1198 0.1 0.1 -0.4
C -1.5051 4.4086 5.6049 -0.5 -0.1 0.5
C -0.4323 3.6439 4.8938 0.5 -0.4 -0.3
C -0.5952 2.6340 3.9519 0.4 0.5 -0.3
C 2.6842 4.9485 6.3287 0.4 -0.1 0.2
C 3.2380 3.9394 5.2905 0.9 0.2 0.1
C -1.1139 2.9138 0.8946 0.2 0.7 -0.7
C -1.2598 3.8058 -0.1568 0.1 -0.8 0.7
C -0.4175 3.6188 -1.2659 0.4 0.5 -0.4
C -2.1181 5.0301 -0.1663 -0.3 0.5 0.2
H -2.8339 6.5619 -1.5157 0.0 -0.2 -0.1
H -3.1195 4.9121 -2.0742 0.0 0.1 0.1
H -1.4509 5.6914 -3.5405 0.0 0.0 0.3
H -0.5753 6.5471 -2.2661 -0.1 -0.2 0.0
H 0.4151 4.0650 -4.2356 0.0 -0.1 0.2
H 1.5469 4.8989 -3.1781 -0.3 0.0 0.1
H 1.1210 1.9823 -3.3718 0.1 0.1 0.2
H 2.3743 2.8486 -2.4520 -0.4 -0.1 -0.1
H 1.3177 0.8217 -0.4104 -0.1 0.3 0.1
H 1.1430 0.5048 1.8915 -0.1 0.3 0.0
H 2.7045 1.8301 3.3148 -0.3 0.1 0.0
H 0.2366 5.4046 7.8510 0.0 0.1 -0.2
H 0.7436 6.7871 6.8660 -0.2 -0.2 0.0
H -1.7661 6.1978 6.8159 0.0 -0.1 -0.2
H -0.9723 6.4703 5.2650 0.0 -0.1 0.1
H -1.8688 3.8207 6.4628 0.0 0.1 -0.2
H -2.3608 4.5601 4.9372 0.1 -0.1 0.2
H -1.5988 2.2854 3.7007 0.2 0.2 0.0
H 3.1011 5.9588 6.2063 -0.1 -0.2 0.0
H 2.9090 4.6174 7.3582 -0.1 0.1 -0.2
H 3.8877 3.1913 5.7617 -0.1 0.2 -0.1
H 3.8320 4.4745 4.5357 -0.1 -0.2 0.1
H -1.7533 3.0202 1.7680 0.3 0.1 -0.2
H -1.6326 5.8273 0.4206 0.0 -0.3 -0.1
H -3.0693 4.8141 0.3317 0.1 0.1 -0.1



Entry 2:
166
Properties=species:S:1:pos:R:3:forces:R:3 method="wB97M-V/def2-TZVPD" gap_ev=5.73 homo_energy_ev=-13.97 e_lumo_ev=-8.235 charge=+3 energy_ha=-9012.29898 e_above_lowest_kcal_mol=20.4
W 0.9838 0.4259 -0.0251 3.4 -2.1 1.5
C 4.1190 0.6955 1.2085 0.0 0.0 0.0
N 3.5191 1.4230 0.0620 0.3 -0.3 0.1
C 4.3791 1.1999 -1.1156 -0.1 -0.1 -0.1
C 3.5694 2.8590 0.3451 -0.4 0.1 0.0
C 2.6614 3.1607 1.5113 0.3 -0.2 -0.2
N 1.3502 2.4591 1.3961 -0.3 -0.2 -0.2
C 0.3769 3.4234 0.7708 -0.1 0.1 -0.2
C 0.8608 3.9325 -0.5617 0.0 -0.3 0.1
C 1.1829 5.2602 -0.7505 -0.1 0.0 0.0
C 1.6853 5.7106 -1.9685 0.0 0.0 -0.1
C 1.7466 4.7969 -3.0174 0.0 0.1 0.1
C 1.4195 3.4489 -2.8923 -0.1 -0.7 0.1
C 1.0521 3.0221 -1.6062 -0.1 0.9 -0.1
O 0.8944 1.7010 -1.2490 0.4 1.0 -2.2
C 1.3879 2.5316 -4.1239 0.0 -0.1 0.0
C 1.6921 3.3162 -5.4015 0.0 0.0 0.0
C 2.4151 1.3935 -4.0367 -0.1 0.2 0.0
C -0.0338 1.9546 -4.2551 0.1 0.0 0.0
C 2.1698 7.1479 -2.1010 0.0 0.1 0.0
C 2.6010 7.4906 -3.5289 -0.1 0.0 0.1
C 3.3849 7.3227 -1.1727 0.0 0.0 -0.1
C 1.0599 8.1228 -1.6784 0.0 -0.1 0.0
C 0.9520 2.1868 2.7945 -0.1 -0.2 0.2
C -0.4196 1.6379 3.0542 0.1 -0.1 -0.3
C -0.8483 1.7329 4.3740 -0.1 0.1 0.0
C -2.0672 1.2175 4.7715 0.1 -0.1 0.1
C -2.8932 0.7325 3.7603 0.1 0.1 0.1
C -2.5229 0.6399 2.4294 0.1 -0.2 -0.4
C -1.1956 0.9975 2.0972 0.0 0.2 0.7
O -0.5583 0.7404 0.8822 -2.3 -0.3 0.8
C -3.5615 0.1831 1.4149 0.0 -0.1 -0.1
C -3.1797 -1.2108 0.8978 0.0 0.2 0.1
C -4.9594 0.0597 2.0300 0.0 0.0 -0.1
C -3.6732 1.2529 0.3152 0.1 -0.1 0.0
C -2.5001 1.1205 6.2277 0.0 0.0 0.1
C -2.4722 -0.3726 6.6033 0.0 0.1 0.1
C -3.9222 1.6689 6.4158 0.1 0.0 0.0
C -1.5625 1.8904 7.1610 -0.1 -0.1 -0.1
H 4.9281 1.2800 1.6554 0.0 0.0 -0.1
H 3.3679 0.4731 1.9683 0.0 0.0 0.0
H 4.5374 -0.2472 0.8668 -0.1 0.0 0.0
H 5.4228 1.4165 -0.8671 0.0 0.0 0.0
H 4.3052 0.1653 -1.4432 0.0 0.0 0.0
H 4.0695 1.8630 -1.9183 0.0 0.0 0.0
H 4.5920 3.1584 0.5992 0.0 0.0 0.0
H 3.2774 3.4072 -0.5463 0.0 0.0 0.0
H 3.1493 2.8402 2.4307 -0.1 0.0 0.0
H 2.5001 4.2370 1.5858 -0.1 0.0 0.1
H -0.5811 2.9253 0.6492 0.0 0.1 0.1
H 0.2256 4.2656 1.4510 0.1 0.0 0.1
H 1.0416 5.9550 0.0691 0.0 0.0 0.0
H 2.0680 5.1538 -3.9831 0.0 0.0 0.1
H 2.7040 3.7243 -5.3927 0.0 0.0 -0.1
H 1.6106 2.6516 -6.2622 0.0 0.0 0.0
H 0.9823 4.1323 -5.5429 0.0 0.0 -0.1
H 3.4283 1.7954 -4.0131 0.0 0.0 0.0
H 2.2716 0.7492 -3.1737 0.0 -0.1 0.2
H 2.3383 0.7728 -4.9289 0.0 0.0 0.0
H -0.7670 2.7591 -4.3332 0.0 0.0 0.0
H -0.1050 1.3422 -5.1582 0.0 0.0 0.0
H -0.3020 1.3409 -3.3985 0.0 0.0 0.1
H 3.4350 6.8689 -3.8603 0.0 0.0 0.0
H 1.7725 7.3893 -4.2325 0.0 0.0 0.0
H 2.9354 8.5268 -3.5623 0.0 0.0 0.0
H 4.1950 6.6489 -1.4611 0.0 0.0 0.0
H 3.7561 8.3457 -1.2424 0.0 0.0 0.0
H 3.1258 7.1317 -0.1294 0.0 0.0 0.0
H 0.1546 7.9583 -2.2646 0.0 0.0 0.0
H 0.8116 8.0281 -0.6206 0.0 0.0 0.0
H 1.3921 9.1470 -1.8468 0.0 0.0 0.0
H 1.6968 1.4989 3.2067 0.0 0.0 -0.1
H 1.0272 3.1253 3.3544 0.1 0.0 0.0
H -0.1988 2.2304 5.0857 0.0 0.0 0.0
H -3.8922 0.4193 4.0244 0.1 0.0 0.0
H -3.2293 -1.9279 1.7206 0.0 0.0 0.0
H -3.8856 -1.5089 0.1242 0.0 -0.1 -0.1
H -2.1676 -1.2479 0.4999 0.1 0.0 -0.1
H -5.0297 -0.7624 2.7444 0.0 0.0 0.0
H -5.2598 0.9860 2.5208 -0.1 0.0 0.0
H -5.6706 -0.1383 1.2267 0.0 0.0 0.0
H -2.7178 1.4888 -0.1432 0.2 0.0 -0.1
H -4.3421 0.9202 -0.4766 -0.1 0.0 0.0
H -4.0788 2.1674 0.7519 0.0 0.0 0.0
H -3.1971 -0.9400 6.0178 0.0 0.0 0.0
H -1.4822 -0.7998 6.4249 0.0 0.0 0.0
H -2.7137 -0.4999 7.6600 0.0 0.0 0.0
H -4.6673 1.0733 5.8888 0.0 0.0 0.0
H -4.1817 1.6546 7.4744 0.0 0.0 0.0
H -3.9859 2.6995 6.0638 0.0 0.0 0.0
H -0.5462 1.4904 7.1414 0.0 0.0 0.0
H -1.5347 2.9499 6.9006 0.1 0.0 0.0
H -1.9248 1.8090 8.1852 0.0 0.0 0.0
Se -1.3531 -4.6122 -3.7213 0.0 0.1 0.1
P -2.9882 -3.2058 -3.0425 0.0 0.1 0.1
C -3.9331 -2.4411 -4.3504 0.2 -0.4 0.2
C -5.2733 -2.1272 -4.1249 0.0 0.0 0.0
C -5.9610 -1.4083 -5.0884 -0.1 0.0 0.0
C -5.3190 -1.0104 -6.2529 0.0 0.0 0.0
C -3.9825 -1.3297 -6.4681 0.0 0.0 -0.1
C -3.2805 -2.0478 -5.5184 0.0 -0.1 0.0
C -3.9636 -4.1614 -1.8796 0.1 0.2 -0.3
C -3.5294 -4.3074 -0.5635 0.0 0.1 0.0
C -4.1849 -5.1974 0.2685 0.0 0.0 0.1
C -5.2486 -5.9510 -0.2141 0.0 0.0 -0.1
C -5.6626 -5.8175 -1.5329 0.0 -0.1 0.0
C -5.0215 -4.9249 -2.3756 0.0 0.0 0.0
C -1.9444 -1.9481 -2.3336 0.4 -0.4 0.2
C -0.6019 -2.1142 -2.0088 0.1 -0.5 -0.1
N -0.1863 -0.9114 -1.5570 -0.7 1.3 0.8
N -1.2371 -0.0992 -1.6101 -0.8 0.6 -0.3
N -2.3030 -0.6829 -2.0610 0.0 -0.1 -0.2
P 0.2966 -3.5797 -2.5210 -0.1 0.3 -0.2
Se 2.4023 -1.4126 -0.4509 -0.5 0.6 -0.2
C 0.8860 -4.6967 -1.2445 -0.2 0.1 -0.4
C -0.0285 -5.5548 -0.6339 0.1 0.0 0.0
C 0.4138 -6.4443 0.3291 0.0 0.0 0.0
C 1.7631 -6.4947 0.6588 -0.1 0.0 0.0
C 2.6684 -5.6432 0.0400 0.1 0.0 0.0
C 2.2400 -4.7344 -0.9139 0.0 0.0 0.1
C 1.4850 -3.1850 -3.7947 0.0 -0.2 0.3
C 2.4112 -4.1616 -4.1656 0.0 0.0 0.1
C 3.1791 -3.9699 -5.3015 0.0 0.0 0.0
C 3.0097 -2.8242 -6.0669 0.0 0.0 0.0
C 2.0854 -1.8559 -5.6911 0.0 0.0 -0.1
C 1.3130 -2.0309 -4.5569 0.0 0.1 0.0
H -5.7700 -2.4365 -3.2143 0.0 0.1 0.0
H -7.0026 -1.1634 -4.9315 0.0 0.0 0.0
H -5.8647 -0.4550 -7.0036 0.0 0.0 0.0
H -3.4926 -1.0233 -7.3822 0.0 0.0 0.0
H -2.2447 -2.3212 -5.6862 0.0 0.1 0.0
H -2.6954 -3.7251 -0.1904 0.0 0.0 0.0
H -3.8594 -5.3131 1.2940 0.0 0.0 0.0
H -5.7530 -6.6529 0.4362 0.0 0.0 0.0
H -6.4764 -6.4209 -1.9112 0.0 0.0 0.0
H -5.3351 -4.8293 -3.4082 0.0 0.0 0.0
H -1.0702 -5.5520 -0.9276 0.0 0.0 0.0
H -0.2890 -7.1183 0.8000 0.0 0.0 0.0
H 2.1113 -7.2180 1.3845 0.0 0.0 0.0
H 3.7214 -5.6949 0.2848 0.0 0.0 0.0
H 2.9461 -4.0570 -1.3746 0.0 -0.1 -0.1
H 2.5251 -5.0644 -3.5776 0.0 0.0 -0.1
H 3.8969 -4.7223 -5.5983 0.0 0.0 0.0
H 3.5917 -2.6909 -6.9690 0.0 0.0 0.0
H 1.9612 -0.9692 -6.2989 0.0 0.0 0.0
H 0.5875 -1.2782 -4.2701 0.0 0.0 0.0
C 2.2205 -1.2136 7.0626 0.1 -0.1 -0.1
C 2.8080 -0.9125 5.6911 0.0 0.0 0.2
N 1.8078 -0.9531 4.6182 0.0 0.0 0.2
C 1.7366 -1.7474 3.5563 0.1 0.4 -0.4
S 0.6839 -1.2688 2.2635 -0.2 -0.1 0.1
N 2.4021 -2.8869 3.4437 0.1 -0.2 0.2
C 2.8932 -3.7677 4.5103 -0.1 -0.2 0.0
C 2.3481 -5.1747 4.3051 0.0 0.1 0.0
H 3.0089 -1.1604 7.8126 0.0 0.0 0.0
H 1.7776 -2.2094 7.1014 0.0 0.0 0.0
H 1.4551 -0.4847 7.3267 -0.1 0.0 0.0
H 3.6148 -1.5991 5.4473 0.0 0.1 0.0
H 3.2290 0.0952 5.6973 0.0 0.0 -0.1
H 1.0893 -0.2399 4.6496 0.0 0.0 -0.1
H 2.3471 -3.3080 2.5289 -0.1 0.0 -0.1
H 2.5516 -3.3834 5.4682 0.0 0.0 -0.1
H 3.9841 -3.7838 4.5027 0.0 0.1 0.1
H 1.2578 -5.1650 4.2959 0.0 0.0 0.0
H 2.6834 -5.8191 5.1161 0.0 0.0 0.0
H 2.7076 -5.5958 3.3646 0.0 0.0 0.0